Below is C37H97BrN2NbO16 as an isolated structure in a non-equilibrium geometry, with properties calculated with ωB97M-V/def2-TZVPD.

Each line ends with the Löwdin charge.
Cartesian coordinates (Å):
C (-3.99, -4.38, 0.08)  -0.0814
C (-2.92, -3.76, -0.67)  -0.2653
C (-2.62, -2.20, -0.59)  -0.3552
Nb (-0.37, -1.68, -0.31)  1.8235
C (1.83, -1.07, -0.12)  -0.3059
C (2.75, -1.47, -1.35)  -0.2545
C (3.81, -2.45, -1.36)  -0.1218
C (0.05, -3.89, -0.01)  -0.3440
C (1.55, -4.28, 0.42)  -0.3502
N (1.44, -5.60, 1.19)  -0.0687
C (0.08, -2.07, -2.55)  -0.3536
C (-1.23, -2.38, -3.43)  -0.2773
C (-0.86, -2.50, -5.02)  -0.2850
N (0.25, -1.61, -5.45)  -0.0332
C (-0.94, 0.44, -0.97)  -0.2591
C (-0.71, 1.57, 0.10)  -0.4176
O (-1.66, 1.79, 0.93)  -0.0606
C (0.56, 2.52, 0.24)  -0.0925
C (0.88, 3.62, -0.83)  -0.0289
C (2.10, 4.55, -0.61)  -0.0801
C (2.96, 4.35, 0.67)  -0.0872
C (2.68, 3.27, 1.76)  -0.0411
C (1.44, 2.33, 1.53)  -0.0021
C (-0.81, -1.28, 1.89)  -0.3752
C (-0.06, -2.20, 2.97)  -0.7327
C (-1.05, -2.25, 4.27)  -0.1931
Br (1.63, -1.36, 3.70)  0.5723
H (-4.81, -4.86, -0.57)  0.0409
H (-4.02, -4.46, 1.22)  0.0387
H (-2.34, -4.48, -1.37)  0.0729
H (-3.08, -1.62, -1.48)  0.0437
H (-3.22, -1.82, 0.33)  0.0506
H (1.81, 0.10, -0.10)  0.0410
H (2.33, -1.39, 0.86)  0.0059
H (2.59, -0.88, -2.33)  0.0705
H (3.58, -3.46, -1.88)  0.0309
H (4.87, -2.31, -0.97)  0.0224
H (-0.64, -4.27, 0.85)  0.0501
H (-0.17, -4.47, -0.99)  0.0529
H (2.13, -4.53, -0.52)  0.0877
H (2.06, -3.55, 1.13)  0.0734
H (0.77, -5.46, 1.97)  0.0386
H (2.36, -5.64, 1.68)  0.0545
H (0.80, -2.94, -2.71)  0.0581
H (0.48, -1.06, -2.93)  0.0157
H (-1.93, -1.48, -3.36)  0.0776
H (-1.74, -3.38, -3.18)  0.0842
H (-1.82, -2.13, -5.57)  0.0950
H (-0.74, -3.60, -5.35)  0.0980
H (-0.08, -0.64, -5.57)  0.0624
H (0.64, -1.94, -6.35)  0.0380
H (-0.31, 0.73, -1.91)  0.0535
H (-2.03, 0.46, -1.33)  0.0597
H (0.16, 3.68, -1.71)  0.0981
H (2.28, 5.36, -1.39)  0.0863
H (3.87, 5.03, 0.87)  0.0808
H (3.30, 3.15, 2.72)  0.0904
H (1.18, 1.52, 2.31)  0.0775
H (-1.94, -1.43, 2.08)  0.0514
H (-0.61, -0.19, 2.24)  0.0349
H (0.10, -3.29, 2.69)  0.0535
H (-0.54, -2.94, 5.03)  0.0669
H (-2.11, -2.61, 3.97)  0.0755
H (-1.06, -1.20, 4.74)  0.0567
C (2.60, -3.98, -8.11)  -0.1428
O (1.84, -2.78, -8.05)  -0.1392
H (2.95, -4.24, -7.11)  0.0835
H (1.97, -4.79, -8.50)  0.0679
H (3.46, -3.84, -8.77)  0.0583
H (1.55, -2.58, -8.95)  0.0734
C (1.03, -6.63, -6.18)  -0.1502
O (2.42, -6.74, -6.47)  -0.1359
H (0.78, -5.57, -6.03)  0.0710
H (0.45, -7.02, -7.02)  0.0505
H (0.80, -7.18, -5.27)  0.0788
H (2.61, -7.67, -6.59)  0.0737
C (-3.60, -4.08, 6.34)  -0.1536
O (-4.00, -2.95, 5.58)  -0.1447
H (-2.71, -4.52, 5.88)  0.0764
H (-3.37, -3.77, 7.36)  0.0552
H (-4.41, -4.82, 6.35)  0.0782
H (-4.79, -2.59, 6.01)  0.0756
C (5.29, 6.50, -1.41)  -0.1730
O (5.42, 5.11, -1.68)  -0.1351
H (5.96, 7.05, -2.06)  0.0767
H (4.26, 6.82, -1.59)  0.0647
H (5.56, 6.69, -0.37)  0.0733
H (4.81, 4.64, -1.09)  0.0313
C (-2.37, 5.98, -0.05)  -0.1391
O (-1.34, 6.88, -0.42)  -0.1450
H (-3.25, 6.56, 0.25)  0.0737
H (-2.62, 5.34, -0.89)  0.0808
H (-2.04, 5.37, 0.80)  0.0778
H (-0.57, 6.35, -0.68)  0.0649
C (-2.11, 1.39, 6.61)  -0.1541
O (-1.98, -0.01, 6.80)  -0.1415
H (-1.40, 1.90, 7.26)  0.0734
H (-1.89, 1.64, 5.57)  0.0808
H (-3.12, 1.70, 6.87)  0.0645
H (-2.62, -0.44, 6.22)  0.0628
C (-0.85, -5.83, -10.21)  -0.1518
O (-0.62, -6.54, -9.00)  -0.1388
H (-0.20, -4.95, -10.23)  0.0729
H (-0.63, -6.47, -11.07)  0.0755
H (-1.89, -5.50, -10.24)  0.0774
H (-1.21, -7.31, -9.01)  0.0801
C (-4.10, 1.22, 9.70)  -0.1571
O (-4.50, 2.35, 8.93)  -0.1362
H (-3.22, 0.78, 9.24)  0.0681
H (-3.87, 1.53, 10.72)  0.0754
H (-4.91, 0.48, 9.71)  0.0767
H (-5.29, 2.72, 9.35)  0.0752
C (-2.57, 8.80, 2.19)  -0.1723
O (-2.43, 10.04, 2.88)  -0.1258
H (-3.51, 8.33, 2.51)  0.0728
H (-2.60, 8.98, 1.11)  0.0698
H (-1.74, 8.14, 2.44)  0.0814
H (-1.60, 10.43, 2.58)  0.0736
C (2.32, 2.32, -3.87)  -0.1561
O (2.45, 0.92, -3.69)  -0.1359
H (3.03, 2.83, -3.22)  0.0734
H (2.54, 2.58, -4.91)  0.0748
H (1.31, 2.64, -3.62)  0.0578
H (1.81, 0.50, -4.27)  0.0574
C (0.19, 10.32, -1.33)  -0.1663
O (0.43, 9.59, -0.13)  -0.1369
H (0.85, 11.19, -1.35)  0.0746
H (0.40, 9.69, -2.19)  0.0748
H (-0.85, 10.65, -1.35)  0.0745
H (-0.16, 8.83, -0.14)  0.0392
C (-1.40, -5.51, 9.37)  -0.1509
O (-2.59, -4.75, 9.26)  -0.1431
H (-1.20, -6.00, 8.42)  0.0813
H (-0.56, -4.84, 9.61)  0.0786
H (-1.51, -6.26, 10.16)  0.0732
H (-2.74, -4.32, 10.12)  0.0804
C (1.41, 3.72, 6.15)  -0.1575
O (1.66, 3.00, 7.35)  -0.1323
H (2.06, 4.59, 6.12)  0.0799
H (1.63, 3.08, 5.29)  0.0698
H (0.37, 4.04, 6.12)  0.0689
H (1.07, 2.23, 7.35)  0.0627
C (6.13, -5.02, -10.27)  -0.1568
O (4.73, -5.23, -10.22)  -0.1388
H (6.33, -3.95, -10.31)  0.0799
H (6.60, -5.44, -9.38)  0.0781
H (6.55, -5.50, -11.17)  0.0717
H (4.58, -6.18, -10.19)  0.0813
C (-3.01, 5.73, 4.16)  -0.1622
O (-1.63, 5.62, 3.86)  -0.1365
H (-3.26, 6.78, 4.33)  0.0673
H (-3.60, 5.35, 3.33)  0.0776
H (-3.24, 5.16, 5.07)  0.0737
H (-1.44, 4.69, 3.72)  0.0744

Summary:
Total charge: -1
Energy: -147250.7754 eV
Frontier orbital gap: 5.139 eV
E_LUMO: 1.769 eV
E_HOMO: -0.1238 Ha

=====

Below is C36H40HfO3P2S as an isolated structure in a non-equilibrium geometry, with properties calculated with ωB97M-V/def2-TZVPD.

Each line ends with the Löwdin charge.
Cartesian coordinates (Å):
Hf (0.25, -0.23, -0.82)  1.7092
C (-2.04, -0.43, -0.29)  -0.1780
C (-1.97, -0.51, -1.69)  -0.1789
C (-2.47, 0.61, -2.60)  -0.1450
C (-1.50, 1.79, -2.77)  -0.1338
C (-0.30, 1.80, -1.84)  -0.1847
C (-0.41, 1.98, -0.45)  -0.1794
C (-1.75, 2.11, 0.24)  -0.1237
C (-2.56, 0.79, 0.43)  -0.1333
C (1.66, -0.76, -2.36)  -0.2070
H (-2.20, -1.37, 0.25)  0.1480
H (-2.05, -1.51, -2.12)  0.1058
H (-3.44, 1.00, -2.27)  0.1408
H (-2.66, 0.18, -3.59)  0.1104
H (-1.12, 1.78, -3.80)  0.1312
H (-2.07, 2.73, -2.67)  0.1451
H (0.63, 2.13, -2.30)  0.1403
H (0.40, 2.52, 0.06)  0.1454
H (-2.40, 2.84, -0.27)  0.1410
H (-1.54, 2.53, 1.24)  0.1368
H (-2.58, 0.57, 1.50)  0.1227
H (-3.60, 1.02, 0.14)  0.1474
H (2.50, -1.32, -1.91)  0.0384
H (2.10, 0.14, -2.81)  0.0379
H (1.26, -1.37, -3.18)  0.0209
P (-0.16, -2.04, -8.63)  1.0209
P (1.76, 0.65, -9.07)  1.0193
C (-0.80, -0.47, -9.21)  -0.3335
C (-0.01, 0.63, -9.42)  -0.3350
C (-0.81, -3.31, -9.79)  -0.3984
C (-1.93, -3.11, -10.61)  -0.0965
C (-2.22, -4.03, -11.63)  -0.0714
C (-1.43, -5.17, -11.80)  -0.0667
C (-0.36, -5.41, -10.93)  -0.0749
C (-0.05, -4.49, -9.93)  -0.1081
C (-1.15, -2.25, -7.10)  -0.3567
C (-0.75, -1.39, -6.05)  -0.1021
C (-1.27, -1.59, -4.78)  -0.1335
C (-2.32, -2.49, -4.58)  -0.0950
C (-2.76, -3.30, -5.63)  -0.0602
C (-2.16, -3.20, -6.89)  -0.0520
C (2.43, 1.23, -10.70)  -0.3657
C (2.27, 0.34, -11.79)  -0.1073
C (2.90, 0.60, -13.01)  -0.0767
C (3.67, 1.76, -13.16)  -0.0712
C (3.76, 2.68, -12.12)  -0.0743
C (3.14, 2.42, -10.89)  -0.0878
C (2.05, 2.07, -7.95)  -0.4075
C (3.25, 2.08, -7.20)  -0.1075
C (3.48, 3.09, -6.27)  -0.0912
C (2.53, 4.10, -6.08)  -0.0921
C (1.36, 4.11, -6.84)  -0.0883
C (1.11, 3.09, -7.76)  -0.0941
H (-1.88, -0.42, -9.33)  0.0731
H (-0.42, 1.54, -9.88)  0.0815
H (-2.57, -2.24, -10.47)  0.0966
H (-3.07, -3.85, -12.29)  0.1102
H (-1.63, -5.86, -12.61)  0.1112
H (0.25, -6.31, -11.04)  0.1114
H (0.78, -4.67, -9.26)  0.0991
H (-0.04, -0.58, -6.25)  0.1004
H (-0.85, -1.02, -3.94)  0.0475
H (-2.80, -2.56, -3.60)  0.0872
H (-3.56, -4.02, -5.46)  0.1156
H (-2.49, -3.85, -7.71)  0.1145
H (1.65, -0.55, -11.68)  0.0989
H (2.79, -0.10, -13.84)  0.1104
H (4.20, 1.93, -14.10)  0.1093
H (4.32, 3.61, -12.25)  0.1096
H (3.21, 3.16, -10.08)  0.0998
H (3.99, 1.29, -7.36)  0.1066
H (4.40, 3.08, -5.69)  0.1050
H (2.71, 4.88, -5.33)  0.1029
H (0.63, 4.91, -6.71)  0.1048
H (0.18, 3.08, -8.34)  0.0954
C (2.20, -1.15, 2.82)  -0.0746
S (0.88, -0.45, 1.85)  0.5954
O (-0.12, 0.13, 2.69)  -0.2269
O (1.50, 0.49, 0.81)  -0.4110
O (0.38, -1.56, 0.89)  -0.4122
H (2.17, -0.69, 3.82)  0.0975
H (3.16, -0.92, 2.34)  0.0925
H (2.06, -2.23, 2.91)  0.0985

Summary:
Total charge: +2
Energy: -74823.6990 eV
Frontier orbital gap (spin up / spin down): 1.762 / 1.758 eV
E_LUMO (spin up / spin down): -9.341 / -9.343 eV
Relative energy (zero: lowest compared OMol25 entry of this formula, charge and spin): 0.0 kcal per mole
E_HOMO (spin up / spin down): -0.4080 / -0.4080 Ha

=====

Below is a 2-piece molecular cluster, C2Cl2NO3P overall in a non-equilibrium geometry, with properties calculated with ωB97M-V/def2-TZVPD.

Each line ends with the Löwdin charge.
Cartesian coordinates (Å):
C (1.53, -0.40, -0.37)  -0.2321
C (0.63, 0.63, -0.20)  -0.4753
N (2.25, -1.28, -0.53)  0.1553
O (0.76, 1.87, -0.11)  -0.0167
O (-1.91, 0.56, -0.99)  -0.4290
O (-0.92, -1.63, 0.12)  -0.4618
P (-1.12, -0.15, 0.08)  0.0029
Cl (-3.76, -0.99, 1.43)  -0.6848
Cl (-1.22, 0.47, 2.08)  0.1415

Summary:
Total charge: -2
Energy: -44042.0797 eV
Frontier orbital gap: 6.039 eV
E_LUMO: 5.743 eV
Relative energy (zero: lowest compared OMol25 entry of this formula, charge and spin): 21.1 kcal per mole
E_HOMO: -0.0109 Ha